[1]
9
Properties=species:S:1:pos:R:3:forces:R:3 method="wB97M-V/def2-TZVPD" homo_lumo_gap_ev=9.95 relative_energy_ev=0.739 energy_ev=-17427.058 total_charge=0 smiles=Sc1cn[nH]n1
S 2.38609 0.05531 -0.08095 -1.1189 -0.1907 -0.0520
N -1.47935 0.70850 -0.05858 -0.5525 -0.2919 0.2401
N -0.17505 -1.10205 -0.07635 0.3490 -0.4623 0.0635
N -1.40115 -0.61900 -0.07114 0.4337 1.5672 -0.0984
C 0.58427 -0.02400 -0.05841 1.4467 0.5513 0.0401
C -0.22461 1.12169 -0.03462 -0.4246 1.1364 0.0525
H -2.23045 -1.16412 0.02115 -0.1689 -0.4541 -0.0853
H -0.01533 2.22618 0.03854 -0.0308 -1.6462 -0.2228
H 2.55557 -1.20252 0.32036 0.0663 -0.2098 0.0623

=====

[2]
49
Properties=species:S:1:pos:R:3:forces:R:3 method="wB97M-V/def2-TZVPD" homo_lumo_gap_ev=10.00 energy_ev=-185401.158 total_charge=0
Br 5.40255 0.00367 0.10409 0.2675 0.3321 -0.0969
Br 3.27014 -1.93409 1.42893 -0.3393 -0.3320 0.2202
Cl 0.90376 -4.98944 2.72593 0.0666 0.0032 0.0990
Si 1.13019 0.24990 1.62833 0.0262 0.2199 0.2932
Si -0.81357 -1.50615 0.33314 -0.4276 0.0814 -0.0994
O -0.33384 -0.02155 0.91536 0.3853 -0.3972 -0.1544
C 3.26432 1.38238 -1.12490 0.0477 0.2805 0.1511
C 2.54645 -0.37311 0.51511 0.3367 0.3097 0.1805
C 0.25430 -4.73694 1.07897 -0.0052 -0.0950 -0.1517
C -2.29688 -1.20590 -0.75496 0.5999 0.0575 0.1052
C -1.92157 -0.36128 -1.99597 -0.3747 0.0948 -0.0326
C -1.02247 3.48205 -0.47767 -0.1484 -0.3333 0.1066
C -2.64544 0.99758 -2.09423 -0.1702 -0.0331 -0.2194
C -1.19606 -2.72522 1.69609 0.0664 -0.4077 -0.4240
C -1.75612 2.15904 -2.54367 0.1755 -0.4706 0.1384
C 1.25359 2.06463 1.98791 0.3334 -0.1879 -0.0991
C 0.45736 2.54084 2.93399 -0.0665 0.1713 0.1959
C -0.61314 2.51386 -1.59056 0.0998 0.4256 -0.1389
C -1.14589 -4.15773 1.11437 0.1020 0.3220 -0.0473
C 3.58829 0.72994 0.22041 -0.1035 -0.5359 -0.5080
H 2.85949 0.65410 -1.82503 -0.0301 -0.0243 -0.0231
H 4.16145 1.80002 -1.57388 -0.0073 0.1302 0.0490
H 0.25423 -2.07707 -0.53419 0.0864 0.0619 0.0477
H -0.02645 1.87786 3.64185 -0.3912 -0.0261 -0.1479
H 2.20851 -0.76918 -0.43697 -0.1512 -0.0504 0.0192
H 3.61312 1.47521 1.00710 0.2685 -0.0755 0.1290
H -2.18929 -0.93933 -2.88085 0.1861 -0.0001 -0.0864
H 1.88154 2.76226 1.44467 -0.3374 0.1210 -0.3867
H 1.16085 -0.47142 2.91538 -0.0207 -0.0164 -0.0123
H -0.17465 4.07441 -0.13628 -0.0086 0.0315 0.0696
H -1.50402 -4.13326 0.07789 -0.0718 -0.2094 -0.0067
H 0.25703 3.59971 3.04114 0.2441 0.0906 0.2957
H -2.67814 -2.18426 -1.05209 -0.2511 0.0377 0.0539
H 0.27526 -5.71030 0.59621 -0.0681 -0.0275 0.0017
H -3.42807 0.89488 -2.85051 -0.1496 0.0455 0.1187
H -3.03771 -0.69883 -0.13356 -0.2108 -0.0939 -0.1100
H -0.17128 1.61639 -1.15356 -0.0297 -0.0535 0.0094
H -2.21890 -2.53351 2.02512 0.0685 0.1510 0.2756
H -0.50612 -2.67000 2.53734 -0.1422 0.1729 0.1663
H -2.37630 3.04374 -2.69661 0.0152 0.0430 -0.1264
H -1.41525 2.93957 0.38325 -0.0098 0.0182 0.0490
H -0.84359 -0.19149 -2.05946 0.0596 -0.0691 0.0627
H 0.18332 2.97666 -2.18015 -0.0110 0.0345 -0.0136
H -1.33113 1.87909 -3.51192 -0.0368 0.0826 -0.0676
H -1.80065 -4.82442 1.67424 -0.0225 -0.0558 -0.0156
H 0.95162 -4.08651 0.55520 0.0331 0.0738 0.0946
H -3.16763 1.23046 -1.16374 0.1692 0.0701 0.1252
H -1.81033 4.15670 -0.81553 0.0935 0.1235 -0.0613
H 2.54713 2.19608 -0.99572 -0.1459 -0.0914 -0.0279

=====

[3]
8
Properties=species:S:1:pos:R:3:forces:R:3 method="wB97M-V/def2-TZVPD" homo_lumo_gap_ev="9.29 / 9.29" relative_energy_ev=0.989 energy_ev=-85046.463 total_charge=0 smiles="COC(=S)Br"
Br -0.38170 0.78336 -1.93818 -0.6445 0.4869 0.1300
S -2.17312 1.75445 0.55449 0.4949 -0.0712 -0.7587
O -0.10342 0.25942 0.69851 -0.7096 -0.1156 1.6970
C -0.91515 0.93862 -0.05659 -0.2394 -0.1933 -0.0972
C 0.73605 -0.80478 0.27673 -0.6509 2.2429 -3.9214
H 0.14168 -1.58607 -0.22976 0.5528 0.3712 0.1647
H 1.43021 -0.21854 -0.37771 -0.1058 -1.5805 -0.0215
H 1.26545 -1.12647 1.07251 1.3025 -1.1404 2.8070

=====

[4]
109
Properties=species:S:1:pos:R:3:forces:R:3 method="wB97M-V/def2-TZVPD" homo_lumo_gap_ev=6.69 energy_ev=-141230.380 total_charge=0 smiles="CCP(CC)c1c(COO)ccc2c1C(=O)c1c(I)ccc(CCCCN(C)C(C)=O)c1C2=O.O=S1(=O)OCCO1.O=S1(=O)OCCO1.O=S1(=O)OCCO1.O=S1(=O)OCCO1"
I -4.28160 0.74330 -1.53727 -0.1078 -0.2316 0.0801
S 0.50486 3.69415 -0.27681 0.0571 0.8938 0.3450
S 5.09092 -0.74758 -5.40495 0.9713 0.6910 0.3103
S 3.11410 3.16939 3.67288 0.1467 -0.0445 0.1582
S 0.20769 6.44451 4.37558 -0.0549 -0.0201 0.4726
P 0.40492 -0.26195 -3.27683 -0.3886 0.5108 -2.0596
O 3.14716 -2.36615 -4.47576 -1.7687 -0.5143 -0.1298
O 2.02865 -2.52960 -5.35684 -0.4235 -0.3779 -0.1064
O 1.58683 6.16359 4.25176 -0.1852 1.2547 -0.1235
O 1.49944 4.80529 0.30405 -0.2481 -0.1873 0.2334
O 3.19673 2.68892 2.34482 -0.0543 0.1249 -0.0702
O 4.42817 4.04322 3.97469 0.0671 -0.3263 -0.1477
O -2.97218 -5.56341 -3.01977 -0.1708 -0.2299 0.1588
O 6.65716 -0.71139 -5.76861 -0.0939 0.1408 0.1069
O 1.98079 3.87236 4.15626 0.1231 -1.2178 -0.1648
O -0.56966 5.13810 4.87106 -0.2023 0.3579 -0.1377
O -0.53521 7.00992 3.30044 0.1208 0.0809 0.0533
O -0.02038 7.33035 5.69441 0.1940 -0.2944 -0.0260
O 3.43692 1.96706 4.69330 -0.0674 0.3430 0.1205
O -1.63565 -3.83471 2.57422 -0.1426 -0.3330 0.0466
O -0.86317 4.48211 -0.03065 0.2716 0.0705 -0.3326
O 0.55127 2.56538 0.57690 0.1165 -0.2001 -0.1552
O 4.37043 -1.22644 -6.52767 -0.1714 -0.0339 0.1105
O 4.99727 -1.27150 -4.09552 1.3132 0.4765 0.2065
O 4.86869 0.84144 -5.31314 -0.0034 -0.1261 -0.4487
O -2.51548 -0.83404 -3.68425 0.1631 0.2480 -0.1427
O 0.71538 3.59377 -1.67879 -0.0022 -0.1564 -0.0248
N -3.65843 -2.92268 2.00229 0.0445 0.3431 1.8529
C -0.25901 -4.86642 -2.62495 0.0492 0.3376 -0.2317
C -3.48336 -2.21765 -2.03748 -0.0453 -0.3460 0.3419
C -1.04229 6.73363 6.50214 -0.4978 0.0451 -0.1023
C -1.08561 -2.58790 -2.87276 0.1915 0.2108 0.2336
C -4.69899 -4.13023 -1.06337 -0.4072 0.1061 -0.1062
C -5.02489 -5.98338 0.67474 0.7871 0.1672 -0.6027
C -2.69246 -4.48738 -2.54432 0.2720 0.2779 -0.2407
C -0.89070 5.24694 6.26124 0.2807 -0.1281 0.3963
C -2.34439 -1.76760 -2.94553 -0.2399 -0.3332 0.4458
C -0.64725 -0.10819 -0.63379 -0.2597 0.8150 0.0400
C -2.30772 -2.84655 2.37688 0.5396 0.1575 -0.3440
C -5.40350 -1.86591 -0.62266 -0.5229 -0.1889 0.1745
C 1.02061 -4.37098 -2.78470 -0.1022 -0.1750 0.0296
C -4.25051 -4.20749 2.41082 -0.2866 -0.4076 -0.6293
C 1.27281 -3.01510 -2.95278 0.2833 0.6115 -0.2204
C 2.12284 0.36024 -3.07625 0.1777 0.4363 1.6573
C 7.02278 0.61042 -6.17875 -0.1254 0.1304 -0.4660
C -0.61585 5.65804 0.76333 -0.0261 -0.0654 0.3046
C -5.58272 -3.22611 -0.46532 0.5806 -0.0868 -0.3697
C -4.37139 -1.35718 -1.40060 0.0917 0.3233 -0.2600
C -4.96413 -5.59669 -0.83121 -0.4385 -0.2733 0.4522
C 4.76890 2.09286 5.19989 0.3772 -0.1522 -0.2061
C 2.63875 0.49708 -1.60961 0.3648 -0.6503 -1.0750
C 5.04867 3.58106 5.17739 -0.1815 0.1229 0.4197
C -0.54226 0.64428 -1.97678 1.0603 -0.3904 0.7399
C -1.29868 -3.95547 -2.67374 -0.2753 -0.0490 0.0977
C 6.12718 1.52036 -5.36493 0.2731 0.0842 0.3692
C -1.66837 -1.47169 2.49745 0.1615 -0.2623 -0.3133
C 2.72951 -2.64198 -3.12060 0.1698 -1.0479 0.1220
C -3.67065 -3.60184 -1.84262 0.2055 -0.1547 -0.0855
C -4.40077 -1.79874 2.62299 -0.3100 0.1304 -0.7571
C -3.85772 -5.38844 1.50592 -0.4032 -0.4086 0.1365
C 0.23004 -2.05967 -3.00536 -0.3443 -0.4140 0.8405
C 0.80292 6.05409 0.42908 -0.0689 0.3070 -0.3900
H 6.82133 0.70507 -7.24831 0.0214 0.0652 0.0094
H 6.11126 3.80765 5.16655 -0.0272 0.0777 -0.2329
H 2.10102 1.38367 -3.46556 -0.2681 -0.1475 -0.2488
H -3.04526 -5.11532 0.83119 0.0017 0.1148 0.1292
H 4.57718 4.08872 6.02237 0.0376 -0.0340 0.0302
H -3.47001 -6.19524 2.13053 0.1282 0.1607 0.0486
H 0.85857 6.57265 -0.53119 -0.0263 0.0160 0.0189
H 1.25625 6.66993 1.20026 0.1362 -0.2353 0.0974
H -1.80783 -0.91372 1.56989 -0.2212 0.2001 0.2607
H -1.80006 4.69474 6.48268 -0.0193 -0.0449 -0.2448
H 5.44290 1.55002 4.53387 0.0255 0.0221 0.0221
H 8.07868 0.78616 -5.99257 0.0083 -0.2226 0.1180
H -0.71598 5.38918 1.80774 -0.0409 -0.0653 -0.0130
H -6.12050 -1.21016 -0.14179 0.1865 0.1726 -0.0919
H 2.13002 -1.76623 -5.94274 0.1848 0.0421 0.1221
H -2.01086 7.09691 6.15145 -0.0136 -0.0302 0.0412
H -5.46922 -2.01411 2.64192 0.0792 -0.1512 -0.1300
H -5.33570 -4.10174 2.34292 0.0639 0.1922 -0.0358
H -4.04881 -4.42410 3.46716 0.2764 0.0582 -0.1022
H 6.00697 2.50121 -5.81751 -0.2245 -0.0570 -0.0427
H 0.25369 -0.67836 -0.40770 -0.1478 -0.2349 -0.1457
H -0.45825 -5.92158 -2.49610 -0.0177 0.0467 -0.0057
H 3.31246 -3.52208 -2.82726 -0.0346 0.0556 0.0098
H -2.03518 -0.92243 3.36332 -0.1442 0.1196 -0.1721
H 1.84922 -5.07081 -2.78025 0.0514 0.1476 0.0243
H -0.06252 4.82883 6.83719 -0.0145 0.0133 0.0093
H -4.09193 -1.60407 3.65296 -0.0128 0.0269 -0.0344
H 0.05556 1.55476 -1.80699 -0.2261 -0.5287 -0.3035
H -6.40462 -3.62328 0.11936 -0.0165 0.1884 0.0339
H -5.95565 -5.82432 -1.24057 0.1292 0.0201 -0.1905
H -1.54516 -0.72943 -0.57726 0.2132 -0.2136 -0.0743
H -1.33566 6.43415 0.51903 -0.0848 -0.1402 -0.1432
H 2.49704 -0.45122 -1.08756 -0.1080 0.2075 0.2909
H -4.27535 -6.26139 -1.34025 0.1723 0.2674 -0.0636
H -4.27617 -0.90939 2.00265 0.0941 0.1052 0.2473
H 3.06463 -1.85219 -2.45334 -0.1679 0.2819 -0.3053
H 4.83280 1.67225 6.20018 -0.2291 -0.0344 -0.0104
H -1.50192 0.98441 -2.35040 -0.0154 -0.2175 -0.1049
H 2.86184 -0.16993 -3.66500 -0.2926 -0.2055 -0.2008
H -0.59785 -1.61395 2.63148 -0.0580 -0.1360 -0.0156
H -0.71626 0.63648 0.16165 -0.2110 -0.0992 0.0540
H 2.15380 1.31720 -1.09101 0.0634 -0.1006 0.1788
H -0.90977 7.00698 7.54517 0.2283 0.1100 -0.0683
H -6.01182 -5.73083 1.06871 0.1267 -0.0580 0.2608
H -4.89872 -7.06797 0.69304 -0.3977 -0.0040 0.0975
H 3.72109 0.64907 -1.67566 -0.0699 0.2700 0.3066
H 6.49736 1.63405 -4.34376 0.0267 0.0064 -0.0179